138
Properties=species:S:1:pos:R:3:forces:R:3 method="wB97M-V/def2-TZVPD" lumo_energy_ha=0.0075 multiplicity=1 smiles="CCOCCc1cc2c(cc1N=C=O)N(CCCCCCCOC)c1cc(CCCCNC(C)=O)c([PH2]=N)c(F)c1S2.C[C@@H]1COC(=O)O1.C[C@@H]1COC(=O)O1.C[C@@H]1COC(=O)O1.C[C@@H]1COC(=O)O1" e_homo_ev=-8.17
H -4.010566 11.059527 0.499631 -0.1 0.1 0.0
H -2.882921 -2.240028 -0.720762 -0.3 -0.1 0.0
C 3.767142 -2.044795 4.828899 0.3 0.2 0.4
C 1.803018 1.970949 5.699975 -0.1 0.2 0.3
H 5.714259 -2.426561 4.014485 0.1 -0.1 0.1
C 5.395870 -3.801036 5.649142 0.1 -0.3 -0.2
H 2.719867 -5.382350 -5.336150 0.2 0.6 -0.2
C -3.192313 5.553930 1.618851 1.2 0.9 0.5
O 1.216787 -2.449143 2.460436 -0.5 0.3 -0.2
O -3.588476 5.747312 0.265085 -0.6 -1.0 0.7
O 4.920434 -1.791950 -0.702673 0.0 0.0 -0.1
H 0.186695 -3.097989 -2.753987 -0.1 -0.2 -0.4
H -3.411493 4.641539 -1.812362 -0.4 0.1 0.3
H -5.236653 2.715774 -3.540956 0.2 0.1 0.4
H -1.161325 -5.001672 -3.612037 0.1 0.0 -0.5
C -4.372501 2.759418 -1.517562 -0.7 0.6 -0.7
C -4.059530 11.565954 3.927657 -0.2 0.3 0.2
H -4.048469 -5.563666 0.142354 0.3 0.3 -0.2
O 1.428482 0.861845 6.526178 0.1 -0.3 -0.3
H -2.457204 7.000852 3.139108 -0.1 0.0 -0.4
C 7.230066 -2.757078 -2.984346 -0.1 0.0 -0.4
H 6.665614 -4.712141 -2.264398 -0.1 0.1 -0.1
C -4.336947 -0.087594 -1.827935 -0.3 1.1 -0.5
C -3.525355 -4.614416 -0.075741 -0.8 -0.1 0.9
C -4.484037 11.012711 2.594020 0.3 0.4 -0.6
H -4.569592 12.492994 4.182489 -0.1 -0.1 0.2
C -0.870948 -4.217586 -4.324757 -0.4 1.8 0.1
C 1.280705 1.544019 4.354699 0.2 0.6 -0.5
C 5.768717 -2.332444 -1.336409 -0.1 0.0 0.2
C -3.877841 0.535939 -0.682022 0.2 -0.6 0.6
O 4.473348 -3.270292 -6.654160 -0.2 0.1 0.2
H 8.029965 -2.020666 -2.871722 0.1 -0.1 0.1
O 1.482630 0.123736 4.410709 -0.3 0.4 1.3
C -4.049363 -1.305752 -4.441546 -0.8 0.9 1.3
H -5.011522 4.234068 0.675818 0.2 0.1 -0.3
H -0.352174 -1.269247 1.866219 -0.3 -0.3 0.3
C -3.077636 -3.999369 1.295029 0.2 -0.7 0.0
C 4.271692 -2.862348 -5.536674 0.7 0.1 0.4
N -4.354701 -1.491787 -2.031273 0.5 0.2 0.7
H 3.946695 -0.712783 -5.740585 0.3 -0.3 0.1
F -3.824977 -1.069867 -6.743834 -0.2 -0.1 0.0
O 6.649313 -3.237064 -0.836446 -0.3 0.2 -0.3
H 0.204424 1.724156 4.269727 0.0 0.0 0.1
C -2.658048 -2.824198 -3.259446 0.3 -0.3 0.8
H 1.920816 -0.479006 2.687498 -0.1 -0.9 -0.9
H -0.624021 -4.030949 3.205552 -0.2 0.5 0.3
H 3.070026 1.948450 3.221547 0.0 0.0 0.1
H 1.629491 1.730410 2.247232 -0.1 0.2 0.0
C 1.390080 -0.233605 5.721830 -0.2 0.0 0.3
H 9.152974 -4.789083 -2.495341 -0.1 0.0 0.0
H 4.693097 -3.979790 6.467023 -0.1 0.1 -0.1
O 6.709982 -3.671288 6.203561 0.0 0.3 0.1
H -0.976321 -4.311678 0.877998 -0.1 0.2 0.3
H 7.226796 -3.129078 -4.007777 -0.2 0.1 0.0
H -3.770710 -3.212528 1.640750 0.3 -0.2 -0.2
O 1.291270 -1.351951 6.108075 -0.4 0.2 0.0
O 5.985783 -2.122818 -2.664295 0.2 -0.1 0.5
H 3.501135 -3.071339 -3.767112 0.3 -0.4 0.3
H 2.891218 2.069841 5.730212 0.0 0.0 -0.2
H -2.298635 -3.305685 -2.344661 -0.2 0.2 -0.3
H -4.395909 -1.839333 0.082553 0.0 0.3 -0.7
H -1.434890 -2.616292 0.719634 -0.3 -0.5 0.0
H -0.675049 -4.577562 -5.341755 0.1 -0.5 0.6
H -3.494819 -0.066225 0.144218 -0.1 0.3 -0.2
C -4.804758 0.769957 -2.842665 0.1 -1.2 -0.5
C 7.284528 -3.861452 -1.963940 0.7 -0.3 0.0
C -2.401569 -2.619494 -5.662204 -0.1 -1.0 0.2
C -1.114083 -3.149275 2.768447 0.1 0.5 -1.2
S -5.341572 -0.057614 -4.347036 0.3 0.1 -0.1
H 4.350444 -1.270686 -4.062307 0.1 0.3 -0.5
H -2.612661 -4.888624 -0.630469 -0.4 0.3 -0.1
N -3.377306 2.454679 0.742883 1.4 -0.9 -1.8
H 3.074513 -1.635575 2.029490 -0.5 -0.2 0.0
C 8.678475 -4.330419 -1.627466 0.0 0.1 0.4
H 5.349093 -4.632207 4.948095 0.2 0.0 0.1
H -5.099518 4.626953 -2.277275 0.1 -0.1 0.5
H 1.852128 3.237824 3.151452 -0.1 0.0 0.1
H 3.234751 -2.717428 4.155925 0.0 0.0 0.0
C 2.527599 -4.360720 -4.972335 -0.4 -1.3 1.5
O -4.438166 10.511592 4.817261 0.1 -0.2 -0.2
C -0.122024 -1.972375 2.690826 0.7 -0.2 0.6
O -0.998577 2.339634 0.986366 -1.7 -0.5 -1.2
N 3.792922 -3.728757 -4.491339 -1.0 1.9 -1.5
C -3.979713 -2.262527 -0.843680 -0.6 -0.9 0.2
C -2.016195 -3.193605 -4.438167 0.0 -0.4 -0.3
H 1.349191 2.893757 6.055963 -0.1 -0.1 0.2
C -2.147484 2.304325 0.710230 1.1 1.4 2.8
H -3.159748 -4.813032 2.041841 0.0 0.4 -0.2
H -0.077625 -1.383082 3.627638 -0.4 -0.4 -0.4
O -4.463915 8.268822 4.573645 0.0 0.0 0.0
P -1.618534 -3.007550 -7.282955 0.5 3.0 -0.9
H -3.909406 12.636471 1.301641 0.0 0.0 0.0
C -2.440690 6.848503 2.051061 -0.1 -0.6 -0.5
H -2.880796 7.705857 1.519412 0.1 -0.2 0.4
H 2.162080 -4.420963 -2.793493 -0.2 -0.1 -0.4
O 5.918664 -1.598834 5.882154 0.4 -0.3 0.1
H 5.633155 -1.224152 -5.294660 -0.4 0.2 -0.1
H -4.021475 5.303920 2.300495 0.0 0.3 -0.4
C 1.999277 2.157840 3.180067 0.2 -0.3 -0.3
C -4.409240 4.295253 -1.483358 0.3 -0.7 0.2
H 8.648336 -5.061210 -0.818797 0.0 -0.1 -0.1
H -2.645332 11.412847 1.539167 0.0 0.0 0.1
H 3.253127 -2.031240 5.792158 0.3 -0.3 -0.2
H -2.979629 11.714858 4.010053 0.0 0.0 -0.2
C 2.004530 -1.363256 2.023823 1.1 0.6 -0.5
H -5.554300 -3.793104 -0.525235 0.4 0.1 0.1
H 0.644695 -2.613214 -4.388306 -0.1 -0.3 0.2
C -4.730966 4.946172 -0.109453 0.3 1.0 -1.0
H -1.397566 6.745330 1.710694 -0.3 0.2 0.2
C -4.386349 9.355406 4.101899 0.0 -0.2 0.0
C -4.516335 -3.729700 -0.882894 1.5 0.2 -0.6
C 1.583491 -4.508983 -3.727868 -0.5 0.3 -0.8
H -1.970405 -2.796495 3.369430 0.3 -0.4 -0.1
C -3.436848 -1.665391 -5.617619 0.6 -0.2 -0.1
C 4.558895 -1.392902 -5.133204 -0.1 -1.0 0.3
O 7.814223 -1.904050 7.070029 0.0 0.0 0.0
C 5.207098 -2.464843 4.984057 -0.8 0.1 -0.3
C -4.837190 2.144270 -2.699373 0.1 -0.4 0.2
C -1.607772 -3.526707 1.326054 0.0 0.4 0.4
C -3.718720 11.569198 1.418477 0.1 -0.4 -0.2
O -4.229974 9.611892 2.773223 -0.2 0.1 0.5
H 1.132846 -5.515651 -3.780509 0.3 0.3 0.3
N -1.393903 -1.640914 -8.054912 0.3 -0.5 0.1
H 3.708911 -1.032480 4.427907 0.1 -0.1 -0.1
C 6.905637 -2.346179 6.446860 0.1 0.1 0.1
H -4.515148 -4.100838 -1.923616 -0.2 0.2 0.4
H -2.457299 -3.814307 -8.089764 0.1 -0.6 0.8
C -3.896290 1.921357 -0.520780 -0.7 0.0 -0.2
H 1.785549 -1.071279 0.975419 -0.2 -0.1 0.4
H 9.299181 -3.501985 -1.281597 0.0 0.0 -0.1
H 2.011718 -3.781318 -5.754540 0.4 -0.1 0.1
C 0.390285 -3.491533 -3.765802 0.4 -0.7 0.1
C -3.682465 -1.886868 -3.208131 0.2 -0.2 -1.3
H -5.552374 5.676165 -0.244593 0.1 -0.5 0.1
H -0.406606 -1.493777 -8.241798 -0.2 0.1 -0.1
H -2.442692 4.742481 1.696695 -0.5 0.0 -0.1
H -5.559317 11.137594 2.432857 0.0 0.0 0.1
H -0.336251 -3.597753 -7.101019 -0.8 -0.7 0.3